Density functional theory data (ωB97M-V with the def2-TZVPD basis set) for a molecular structure, C6H6LiO2Pd in a non-equilibrium geometry.

```
16
Properties=species:S:1:pos:R:3:forces:R:3:lowdin_spin:R:1
C -0.727733 2.454100 1.121740 -0.0661 0.6169 0.5538 0.079
C -1.109651 1.186210 0.852199 0.2649 -0.4492 -1.0845 0.070
C -1.020003 -0.035955 1.712560 0.4637 -1.8384 -0.7465 0.022
H -0.964857 3.236395 0.394417 -0.0251 0.0313 0.2004 0.010
H -0.355323 2.761183 2.104617 -0.1777 0.1093 -0.2488 0.002
H -1.501028 0.944262 -0.140878 -0.4953 0.0735 0.3076 0.003
H -2.027255 -0.462261 1.863002 -0.0555 -0.0367 0.0270 0.007
C -0.488459 0.157978 3.024735 0.0624 0.3650 1.8594 0.005
O -0.100644 0.301426 4.067946 -0.3333 -0.2466 -1.3622 0.003
O 1.769523 0.137142 0.551043 3.9227 -7.1802 2.3577 0.348
C 1.076665 -0.964045 0.491805 -0.1474 -5.7107 0.3296 0.040
C -0.097324 -1.319329 0.999719 -2.6737 4.1680 3.0323 0.259
Pd 1.042767 1.563001 -0.023298 -3.5623 7.8626 -3.4374 1.127
Li 3.570003 -0.136547 1.330382 0.9182 -0.1469 0.0866 0.002
H 1.280596 -2.145075 0.344065 2.4066 2.6313 -0.9628 0.016
H -0.321238 -2.287569 1.439622 -0.5021 -0.2490 -0.9123 0.008
```
Forces are in eV/Å.

As for the expectation value of S²: 2.025. The spin multiplicity is 3. As for the HOMO-LUMO gap (spin up / spin down): 9.64 / 7.31 eV. Its HOMO energy (spin up / spin down) is -22.6 / -23.5 eV. Its charge is +3. The total energy is -14060.0966 eV. For the LUMO energy (spin up / spin down), the calculation gives -12.92 / -16.23 eV.